12 unconnected molecules or ions with the total composition C42H114N18O18 in a non-equilibrium geometry. Source: the OMol25 dataset; level of theory: ωB97M-V/def2-TZVPD.

XYZ file:
```
192
Properties=species:S:1:pos:R:3:forces:R:3:mulliken_charge:R:1
O 11.3376 5.2018 -1.9786 -0.3 -0.5 -0.3 -0.652
H 13.0436 -3.1403 -4.6023 -0.5 0.5 0.0 0.434
C 4.3016 -0.2691 2.2522 0.7 1.2 0.3 -0.372
H 10.5881 -4.9822 -0.9712 0.1 0.5 -0.3 0.433
N 11.8960 7.3349 -2.2104 2.5 4.8 2.3 -0.350
H 1.9708 -1.6835 -3.4351 -0.5 -0.2 0.1 0.251
O -15.7481 2.9418 -1.5042 -0.3 1.4 -0.9 -0.338
H 1.2431 4.4416 3.6279 -0.1 -0.8 -0.1 0.178
C -16.1214 3.3729 -0.2454 -0.6 -0.6 1.2 -0.589
H 0.0441 -3.5782 -5.0108 -0.1 -0.1 -0.2 0.300
N 3.5101 -1.0741 9.7804 -2.6 1.4 1.3 -0.377
N 0.8970 -6.8491 2.2831 1.8 0.5 -2.7 -0.356
O 12.9808 -5.0267 -5.2737 1.2 -0.5 0.7 -0.320
C -1.9674 -5.4011 -2.8522 -0.8 -1.2 0.0 -0.271
N 2.2157 -1.5258 1.5000 1.4 -1.0 0.1 -0.289
H -3.0024 4.6083 2.1998 0.2 -0.7 -0.2 0.424
H 1.5251 -0.0921 2.8312 -0.2 0.0 0.7 0.226
O -4.0370 4.7569 -5.3229 -0.9 0.5 -1.6 -0.273
H -5.3352 3.3814 -7.0065 0.4 0.5 -0.1 0.237
H 6.9342 -0.0198 1.6587 0.6 -0.3 -0.4 0.324
C -10.4636 2.8101 -0.2556 0.2 -0.9 -0.4 -0.761
C 3.6477 5.9866 1.3544 1.5 0.0 0.4 -0.703
H 11.4890 -3.5222 -2.8390 0.2 0.1 0.5 0.438
H 6.4513 0.1738 -0.1460 0.9 0.4 0.3 0.238
H -13.4760 3.6807 -2.5214 0.0 -0.2 0.3 0.227
C 12.9753 -4.1395 -4.1721 -0.5 0.7 -1.6 -0.525
C 13.7536 -4.6290 -6.3842 -0.6 -0.6 -0.5 -0.797
H -4.6884 -0.1643 -7.6473 0.2 -0.1 -0.6 0.418
C 6.2645 -0.2646 0.8344 -1.6 0.8 -0.5 -0.728
H -0.8414 6.0495 3.8733 0.3 -0.7 0.4 0.275
N 4.1229 -3.0314 9.0646 -1.2 -4.6 -0.2 -0.402
C 0.3813 -7.4169 3.3451 -0.9 -0.5 -0.2 0.646
C 3.5885 -1.5835 2.0244 0.4 -0.1 -1.0 -0.705
H 3.5862 0.4718 2.6093 0.0 0.2 -0.1 0.263
H -5.9136 -4.5616 -1.0559 0.3 0.4 -0.1 0.256
H -1.9027 3.9029 7.3299 0.5 -0.3 0.1 0.190
C -11.3666 4.8231 -1.1777 0.0 -1.8 0.0 -0.503
H -6.7486 0.8547 -6.8359 -0.1 0.5 0.1 0.317
N 7.5665 2.9733 7.5334 -5.8 0.9 -1.0 -0.326
H -16.1836 2.4754 0.3701 -0.1 0.1 0.2 0.258
H -4.6492 1.6246 -7.8780 -0.5 -0.1 -0.5 0.357
H 0.4900 -5.7762 -2.8414 0.5 0.5 0.0 0.306
H -12.2610 6.7237 -1.6250 -0.6 -0.3 -1.0 0.426
H -1.9287 -6.1776 -2.0882 0.5 -0.1 0.2 0.186
H -1.5024 -4.5081 -2.4347 -1.0 0.5 0.3 0.215
C 11.6686 -4.3674 -3.5033 -1.2 0.3 2.3 -0.660
H -2.5278 5.9279 -4.5037 0.1 -0.2 -0.7 0.248
H 12.1421 7.5326 -1.2509 -0.1 -0.4 -0.3 0.229
H -5.4614 4.1308 -4.0675 -0.7 0.0 0.1 0.374
H 3.6654 -0.0832 9.8992 -0.5 -0.3 0.1 0.217
C -3.7255 3.2307 4.3979 -2.8 0.1 0.0 -0.905
O -4.1507 -5.1749 -1.9017 0.0 0.1 -1.3 -0.274
H -9.4982 3.3088 -0.3412 0.1 0.0 0.1 0.293
H 11.5757 -6.3488 -3.3691 0.2 -0.4 0.1 0.248
H -1.5074 -5.3628 -4.8426 -0.3 0.0 -0.1 0.263
H 4.9374 -3.6228 9.1492 -0.4 -0.2 -0.2 0.237
H 11.7173 8.1250 -2.8136 0.5 0.3 1.0 0.133
O 3.1415 6.3305 2.6227 -0.3 -0.5 0.1 -0.356
N -1.1995 3.9168 8.0547 -2.7 4.4 1.2 -0.360
H 1.5765 4.2888 1.8258 0.6 -0.2 0.5 0.416
H 8.6163 -6.0228 -1.4064 -0.6 0.2 -0.3 0.419
H -10.4653 2.1338 0.5992 -0.2 0.7 0.6 0.258
H -6.3664 -6.8415 6.0991 0.5 0.0 0.3 0.214
H 6.1763 -1.3186 0.5712 0.0 -0.3 0.7 0.283
H -0.5005 -1.9696 1.4545 0.4 -0.1 -0.6 0.408
H -5.2992 -6.4470 2.3772 0.2 0.0 0.3 0.165
H -4.6130 2.2156 -5.3202 0.5 -1.2 0.8 0.371
H -16.2136 4.9817 -2.2900 -0.6 -0.3 1.1 0.345
H -15.9655 3.6740 -3.3528 0.5 0.0 -0.3 0.394
C 9.3157 -6.1342 -2.2349 0.5 -0.2 0.3 -0.254
H 14.6524 -4.0312 -6.2330 -0.1 0.1 0.6 0.335
H -14.0014 5.2091 -3.1966 0.1 0.1 -0.3 0.396
H -1.2498 -0.7628 -0.7480 0.1 -0.3 0.0 0.210
C -5.4321 4.4753 -5.1012 0.5 -0.8 -0.8 -0.718
H 0.1345 -9.1945 4.2611 0.0 0.3 -0.3 0.217
H -4.5047 3.9555 4.6337 -0.9 0.2 -0.5 0.391
O -3.4372 0.9435 -6.4794 0.9 0.6 1.0 -0.314
C 0.4930 -3.9396 -4.0856 0.7 0.3 1.2 -0.085
H 4.2061 -2.1215 1.3053 0.0 -0.4 -0.1 0.327
H -1.5520 1.7559 -6.5981 0.0 -0.3 -0.2 0.240
H 3.4375 6.7215 0.5774 -0.7 -0.2 -0.1 0.287
C -5.8271 0.8656 -6.2538 1.1 1.2 1.3 -0.654
H 2.2147 -0.9492 0.6707 -0.3 0.2 0.0 0.252
H -4.1918 -6.5148 3.7460 -0.1 0.1 -0.8 0.121
C 10.6610 -5.8020 -1.6858 0.5 0.1 0.4 -0.959
C -3.6037 5.7612 -4.4516 0.8 -0.8 0.8 -0.764
C 1.7461 6.2399 2.7318 -1.4 0.6 -0.4 -0.536
H 1.4608 6.6443 3.7030 0.3 0.2 0.0 0.264
O 5.0142 0.3647 1.1676 -1.0 -1.2 -0.1 -0.338
O 9.4156 4.2149 7.8221 1.4 3.0 0.2 -0.632
H -2.5950 2.2343 -7.9598 -0.5 0.5 0.4 0.317
C -0.2162 3.1134 8.2840 3.6 -0.7 0.6 0.642
C 2.2432 -2.3742 -4.2332 1.8 -0.3 -0.9 -0.726
O 0.7978 3.3506 8.9758 -1.7 -0.1 -0.4 -0.693
H -4.0854 6.7285 -4.5942 -0.4 -0.1 0.3 0.272
H -5.8278 -0.0822 -5.7154 -0.1 0.3 0.7 0.328
C -5.8568 3.3605 -6.0496 -0.8 -1.0 0.2 -0.471
N -5.1294 -6.5156 3.3704 3.4 0.7 -3.6 -0.311
N -5.6372 -6.6811 5.4190 -0.8 -0.1 4.4 -0.396
C 0.2279 -5.3977 -3.8294 0.1 -0.9 -1.0 -0.755
H 8.6592 1.2641 7.6589 1.6 -0.6 0.3 0.144
H 0.9008 -5.8407 2.2263 0.0 -0.4 -0.1 0.203
H -3.6982 5.2514 -3.4928 -0.5 1.1 0.9 0.341
H -1.2221 1.7622 7.1441 0.5 -0.3 0.2 0.175
H -2.1028 0.6164 -7.9522 0.8 -0.2 0.1 0.342
C 1.1050 4.8552 2.6289 -0.7 -0.9 -1.0 -0.336
C -1.2287 5.6098 2.9542 -1.8 -0.3 -0.6 -0.437
H 0.3977 1.3537 7.7670 -0.5 -0.3 -0.5 0.207
C -0.1468 -1.0020 1.8105 0.3 1.0 1.1 -0.749
H 10.9829 -6.6303 -1.0546 0.0 -0.3 0.0 0.332
H 3.4847 4.9422 1.0886 -0.5 0.1 -0.3 0.273
H 0.0241 -3.4340 -3.2415 0.2 0.9 0.0 0.126
C -2.3472 1.4291 -7.2682 -0.8 -0.9 -0.3 -0.762
H 3.3274 -2.4866 -4.2273 0.3 0.9 0.0 0.257
O -0.1898 0.0578 0.8624 -0.6 -0.7 -0.8 -0.268
H -17.0969 3.8575 -0.2873 -0.2 0.1 0.2 0.276
N -13.9097 5.3433 -1.1245 0.1 -1.5 -2.8 -0.331
H -0.9239 -0.6794 2.5035 0.2 -0.4 0.9 0.400
H -14.0739 4.6385 -0.4199 0.8 0.5 0.6 0.158
H -0.6475 3.8239 2.0675 0.2 -0.1 0.4 0.257
H 13.0663 -4.0905 -7.0368 0.3 0.2 -0.4 0.298
H -1.4694 6.4977 2.3696 -0.1 0.2 -0.2 0.306
O -2.6016 3.9085 4.1888 4.1 2.0 -0.9 -0.158
H -3.7696 2.6752 5.3346 0.9 -0.7 -0.2 0.210
H -11.2492 4.3304 -2.1429 -0.1 0.3 -0.5 0.380
H -10.5575 2.0600 -1.0409 0.1 0.2 -0.8 0.303
C 11.3604 6.2374 -2.6276 0.2 -3.6 3.1 0.604
C -12.5287 5.8033 -1.1062 0.3 0.3 2.8 -1.010
C -1.3653 -0.0293 0.0500 0.4 0.8 -0.8 -0.758
N -0.3343 4.7811 2.1447 1.4 1.5 1.3 -0.354
O 1.9185 -3.7157 -4.1230 -2.3 -1.2 1.0 -0.316
C 7.9809 -7.8647 -2.9148 0.0 -0.8 -0.8 -0.806
H 10.3078 1.9180 8.0554 -0.4 -0.6 -0.2 0.195
H 0.8730 -5.8704 -4.5701 -0.1 -0.7 0.1 0.337
N 11.6597 -5.5972 -2.6997 1.1 0.1 -0.6 -0.305
O -7.2771 -6.5884 3.8584 -1.0 0.6 0.5 -0.661
H 14.0679 -5.5591 -6.8578 0.0 0.1 -0.3 0.244
O 9.3361 -7.4793 -2.6716 -1.7 -0.2 0.0 -0.315
C -15.6262 4.0696 -2.3954 1.6 -1.0 -0.9 -0.653
N 10.8780 6.4799 -3.7947 -2.4 -0.1 -5.5 -0.340
C -6.1140 -6.5204 4.2085 -1.6 -1.4 -1.1 0.697
H 9.1459 -5.5046 -3.1084 -0.7 0.4 0.2 0.272
H -4.6632 -6.7435 5.6788 -0.5 0.0 -0.1 0.172
H -12.5309 6.2180 -0.0981 0.7 0.0 0.5 0.390
H -6.1385 -5.9943 -1.9319 0.6 -0.8 0.0 0.302
H -2.3415 -0.1965 0.5051 0.3 -0.4 0.9 0.339
H 5.0445 -0.3811 3.0419 0.0 -0.2 0.4 0.334
H -1.1073 4.7516 8.6157 -0.5 0.2 -0.4 0.212
C -2.6207 4.9533 3.1607 0.2 -0.3 1.2 -0.933
H 7.2889 -7.7826 -2.0766 0.4 0.0 0.6 0.312
H -5.9627 -4.5829 -2.8431 0.4 0.5 -0.1 0.316
C -14.1534 4.5203 -2.3656 -1.1 1.3 -0.4 -0.408
C 4.3860 -1.7710 9.1086 2.4 2.8 0.0 0.664
H 3.2865 -3.2412 9.5904 0.5 -1.1 -0.2 0.171
C -5.5619 -5.0695 -1.9539 -0.6 0.0 0.1 -0.781
H 1.2700 6.8743 1.9842 0.0 0.3 -0.3 0.382
N -1.1694 -5.7961 -3.9951 0.3 -0.1 -0.7 -0.369
H 1.1031 -1.8379 3.2609 0.7 0.1 0.3 0.336
N 0.5358 -8.7398 3.4534 0.4 -2.5 0.5 -0.389
C 1.2799 -1.0954 2.4827 -2.8 0.6 -1.5 -0.367
H -3.9727 2.6655 3.4993 -0.5 -0.6 0.2 0.317
H 2.7766 -1.6403 10.1822 -0.2 1.4 0.4 0.142
H 0.9518 -9.3471 2.7619 0.0 0.4 0.2 0.165
H -6.9081 3.4052 -6.3339 -0.2 0.3 0.3 0.461
H -6.1649 5.2584 -5.2955 0.6 0.9 0.3 0.422
N 9.3296 2.0025 7.8186 3.8 -4.3 0.6 -0.342
H -3.8648 -6.2963 -3.6364 0.4 -0.2 -0.1 0.331
H 13.8267 -4.1390 -3.4915 0.1 -1.0 0.1 0.299
H 10.7723 -4.3397 -4.1230 0.4 0.1 -0.9 0.276
H 1.4274 -7.4355 1.6548 0.1 0.7 -0.1 0.159
N -0.3407 2.0135 7.5686 0.8 -2.9 -0.8 -0.366
O -0.2975 -6.7845 4.0927 -1.5 1.4 2.7 -0.644
H 7.9524 -8.8932 -3.2747 0.3 -0.1 0.3 0.279
H 1.9647 -2.0526 -5.2367 -0.3 0.7 0.1 0.323
H -3.3874 5.6639 3.4694 0.2 0.5 0.2 0.468
N -5.6131 2.0798 -5.3584 -0.8 -0.5 -0.8 -0.525
H 11.1457 7.3816 -4.1627 -0.5 -0.7 -0.7 0.147
H -15.4192 4.0525 0.2375 -0.2 0.0 0.1 0.312
C -4.6462 0.8078 -7.1561 0.3 -0.3 -1.7 -0.567
H 7.2644 2.0105 7.5758 -0.8 0.9 -0.1 0.106
C 8.8330 3.1869 7.7321 -0.3 0.8 0.0 0.675
H 7.4678 -7.3137 -3.7029 0.4 0.6 -0.3 0.322
O 5.3953 -1.2738 8.6847 2.0 0.8 -1.2 -0.650
O -11.5311 3.7043 -0.2580 -0.7 1.3 0.4 -0.310
H 10.5870 5.7631 -4.4441 0.1 0.1 0.3 0.229
H 6.8768 3.7033 7.4258 0.3 -0.2 0.1 0.181
H -3.6020 -4.5630 -3.9043 -0.8 0.4 0.1 0.334
H -1.5063 0.9351 -0.4380 0.4 0.1 -0.1 0.265
H -10.4095 5.3026 -0.9725 0.0 0.4 0.2 0.488
H 4.7296 6.0525 1.4698 0.1 0.0 0.1 0.266
C -3.4874 -5.3771 -3.1886 0.8 0.8 1.5 -0.527
H 3.6453 -2.1410 2.9593 -0.4 -0.1 0.0 0.367
```
Forces are in eV/Å.

Its energy above the lowest of the compared OMol25 structures with the same formula, charge and spin is 11.729 eV. Its SMILES is COCCNCCOC.COCCNCCOC.COCCNCCOC.COCCNCCOC.COCCNCCOC.COCCNCCOC.NC(N)=O.NC(N)=O.NC(N)=O.NC(N)=O.NC(N)=O.NC(N)=O. The frontier orbital gap comes out at 0.317 Ha. The HOMO energy comes out at -8.51 eV. For the total energy, the calculation gives -4008.1749 Eh. The lowest unoccupied orbital energy is 0.1 eV. Its molar mass is 1159.48 g mol⁻¹. As for the spin multiplicity: 1.



A molecular structure, C32H19F5IIrN4O3. Source: the OMol25 dataset; level of theory: ωB97M-V/def2-TZVPD.

XYZ file:
```
65
Properties=species:S:1:pos:R:3:forces:R:3:mulliken_charge:R:1
O 0.0052 1.3851 1.6041 0.0 -0.1 0.0 -0.488
F -4.3655 2.8157 2.5688 0.0 0.0 0.0 -0.344
C 3.7350 0.6307 1.4939 0.0 0.0 0.0 0.508
H 1.2352 -6.1784 0.6465 0.0 0.0 0.0 0.420
O 2.1887 -0.3291 -1.2738 -0.1 0.0 0.1 -0.701
H 5.7053 0.5070 2.3414 0.0 0.0 0.0 0.471
C -2.6735 -1.2440 -1.2139 0.0 0.0 0.0 0.680
C 0.6774 0.7295 -2.7980 0.0 0.0 0.0 -0.033
C -1.1900 1.5739 -4.0626 0.0 0.0 0.0 -0.354
C -3.7742 0.6088 3.1284 0.0 0.0 0.0 0.610
Ir 1.1476 0.3026 0.3871 0.2 0.0 0.0 1.481
C 5.0818 2.5363 1.9480 0.0 0.0 0.0 -0.514
C -0.7636 -2.1098 -0.5243 0.0 -0.1 0.0 -0.788
H 5.9935 2.9922 2.3086 0.0 0.0 0.0 0.390
C -1.5394 -0.1328 2.6653 0.0 0.0 0.0 -0.503
N 2.3840 -1.0529 1.1025 0.1 0.1 0.0 1.492
C 2.8609 2.7884 0.9880 0.0 0.0 0.0 0.251
H 2.0667 3.4387 0.6391 0.0 0.0 0.0 0.502
H -3.7931 2.4013 -1.3772 0.0 0.0 0.0 0.624
C 0.0452 3.0504 -2.6035 0.0 0.0 0.0 -0.645
C -1.8188 -0.2404 -0.7587 0.0 0.0 0.0 -0.193
H -5.2951 0.6126 -2.1466 0.0 0.0 0.0 0.482
I -2.3014 4.3816 -3.9635 0.0 0.0 0.0 0.117
H -0.4737 -0.4521 -4.1483 0.0 0.0 0.0 0.521
C 2.5114 -3.1399 -0.1408 -0.1 0.0 0.0 0.196
C -3.9397 -0.9748 -1.7219 0.0 0.0 0.0 -1.047
C -1.1849 1.0961 2.1111 0.0 0.0 0.0 0.571
H -0.0210 -2.8609 -0.3121 0.0 0.0 0.0 -0.029
C -4.3189 0.3516 -1.7604 0.0 0.0 0.0 -0.718
H 1.1355 -2.5332 2.9043 0.0 0.0 0.0 0.452
N -0.6237 -0.8237 -0.3232 0.0 0.0 0.0 1.006
C -0.3472 0.5323 -3.7162 0.0 0.0 0.0 -0.973
H 1.7173 2.1651 -1.5891 0.0 0.0 0.0 1.047
C 4.9309 1.1652 1.9701 0.0 0.0 0.0 -0.584
H 4.1655 4.4136 1.4634 0.0 0.0 0.0 0.413
C -3.4640 1.3722 -1.3151 0.0 0.0 0.0 -0.899
C 1.4831 -5.1299 0.7487 0.0 0.0 0.0 -0.422
O 1.6707 -1.3928 -3.1528 0.0 0.0 0.0 -0.700
C 2.1889 -4.4847 -0.2582 0.0 0.0 0.0 -0.858
C 2.6848 1.4084 0.9878 0.0 0.0 0.0 -0.268
N -1.9666 -2.4223 -1.0473 0.0 0.0 0.0 0.037
H -2.0013 1.4137 -4.7593 0.0 0.0 0.0 0.425
F -0.6338 -1.1233 2.7302 0.0 0.0 0.0 -0.189
C 1.5563 -0.4335 -2.4149 0.0 0.0 0.0 0.282
C -2.2093 1.0953 -0.8157 0.0 0.0 0.0 -0.531
H 2.4875 -5.0244 -1.1471 0.0 0.0 0.0 0.396
C -0.9922 2.8260 -3.4938 0.0 0.0 0.0 -0.235
C -2.1756 2.0839 2.1236 0.0 0.0 0.0 0.289
C -2.8094 -0.3800 3.1552 0.0 0.0 0.0 0.212
F -1.9010 3.2822 1.5929 0.0 0.0 0.0 -0.403
F -4.9999 0.3738 3.6048 0.0 0.0 0.0 -0.336
H 0.2043 4.0339 -2.1824 0.0 0.0 0.0 0.446
H 0.5656 -4.9417 2.6823 0.0 0.0 0.0 0.395
C 1.1047 -4.4367 1.8920 0.0 0.0 0.0 -0.805
C -3.4457 1.8503 2.6115 0.0 0.0 0.0 0.400
C 4.0442 3.3372 1.4626 0.0 0.0 0.0 -0.806
C 0.8806 1.9950 -2.2569 0.0 0.0 0.0 -0.158
H -4.5943 -1.7618 -2.0714 0.0 0.0 0.0 0.487
H 3.0177 -2.6058 -0.9321 0.0 0.0 0.0 0.389
F -3.1006 -1.5806 3.6657 0.0 0.0 0.0 -0.340
H -1.5452 1.8885 -0.4999 0.0 0.0 0.0 0.214
N 3.5236 -0.7421 1.5117 -0.1 0.0 0.0 -1.014
C 1.4207 -3.0930 2.0257 0.0 0.0 0.0 0.321
H -2.2669 -3.3506 -1.2867 0.0 0.0 0.0 0.258
C 2.1097 -2.4640 1.0020 0.0 0.0 0.0 -0.911
```
Forces are in eV/Å.

Its energy above the lowest of the compared OMol25 structures with the same formula, charge and spin is 0.000 eV. The frontier orbital gap comes out at 0.276 Ha. The HOMO energy comes out at -8.34 eV. For the total energy, the calculation gives -2576.9340 Eh. The lowest unoccupied orbital energy is -0.8 eV. Its molar mass is 921.64 g mol⁻¹. As for the spin multiplicity: 1.